[1]
{
  "formula": "C3H10N2O2",
  "method": "ωB97M-V/def2-TZVPD",
  "s_squared": 2.0071,
  "e_above_lowest_ev": 0.623,
  "mol_weight_da": 106.12,
  "homo_lumo_gap_ev": [5.55, 9.58],
  "multiplicity": 3,
  "lumo_ev": [0.8435, -0.8870],
  "symbols": ["C", "C", "C", "N", "N", "O", "O", "H", "H", "H", "H", "H", "H", "H", "H", "H", "H"],
  "xyz": [[-1.83165, 0.80027, 0.03560], [-0.93599, -0.36578, 0.57297], [0.12617, -0.81927, -0.42196], [2.13961, 0.76952, 0.65857], [1.32435, 0.83643, -0.54307], [-0.17146, -1.01318, -1.75494], [0.90339, -1.72512, 0.10860], [-1.21506, 1.65776, -0.06371], [-2.59088, 1.01820, 0.82450], [-2.37412, 0.47849, -0.84052], [-0.44014, -0.05908, 1.41019], [-1.63192, -1.18598, 1.06135], [2.63572, -0.04913, 0.70360], [1.51834, 0.76462, 1.42986], [0.79158, 1.70974, -0.41772], [0.56482, -0.58135, -2.18630], [1.18725, -2.23613, -0.57703]],
  "forces_ev_per_a": [[-0.456, -1.746, 2.033], [-2.482, -1.182, -2.493], [-5.971, -1.382, 0.678], [-2.686, 2.465, -2.840], [4.323, 3.358, 1.648], [-0.161, -0.063, 0.950], [1.010, -0.113, 3.530], [0.191, 0.955, -0.642], [0.495, -0.004, -0.585], [0.150, 0.277, -0.451], [1.512, 1.113, 2.378], [1.082, 0.799, -1.367], [1.343, -2.503, -0.422], [-0.482, 0.552, 1.205], [0.206, -0.312, 0.027], [0.412, 0.491, -0.825], [1.514, -2.705, -2.823]]
}


[2]
{
  "formula": "C2H6IN3",
  "method": "ωB97M-V/def2-TZVPD",
  "total_charge": 2,
  "e_above_lowest_ev": 3.992,
  "mol_weight_da": 199.00,
  "homo_lumo_gap_ev": 9.32,
  "lumo_ev": -8.1215,
  "symbols": ["C", "C", "N", "N", "N", "I", "H", "H", "H", "H", "H", "H"],
  "xyz": [[1.75730, -0.96692, 0.27754], [-2.36478, 0.53856, -0.73020], [-2.52697, 1.65137, -1.34640], [2.77315, -0.41988, -0.16069], [0.71249, -1.32934, 0.63031], [-4.22447, -0.27543, 0.19046], [-3.31789, -1.52236, 0.42243], [-1.74174, 2.14392, -1.82673], [-3.30869, 2.31383, -1.18881], [3.34787, -0.97730, -0.87523], [2.92907, 0.64610, -0.23509], [0.18031, -1.85432, 1.22327]],
  "forces_ev_per_a": [[-3.047, -0.379, 1.362], [0.856, -0.087, -0.735], [-0.571, 1.733, 0.559], [4.182, 1.899, -3.284], [1.928, 1.116, -1.998], [-0.912, 0.988, -0.064], [0.495, -1.002, 0.246], [-0.415, -0.961, 0.467], [0.256, -0.583, -0.523], [-0.800, 0.967, 1.384], [-0.469, -2.158, 0.598], [-1.503, -1.532, 1.990]]
}


[3]
{
  "formula": "C2H4N2OS",
  "method": "ωB97M-V/def2-TZVPD",
  "e_above_lowest_ev": 3.821,
  "mol_weight_da": 104.13,
  "homo_lumo_gap_ev": 9.15,
  "lumo_ev": -0.2247,
  "symbols": ["H", "N", "C", "N", "O", "C", "S", "H", "H", "H"],
  "xyz": [[2.65004, 0.96355, -0.22431], [2.82746, -0.12406, -0.07013], [1.64457, -0.61351, 0.13216], [0.39687, -0.04732, -0.05509], [0.41745, 1.34627, 0.03637], [-0.76877, -0.77135, -0.00054], [-2.13354, -0.01404, -0.01428], [1.72389, -1.68361, 0.15412], [-0.63136, 1.52576, 0.19587], [-0.77062, -1.84238, -0.10132]],
  "forces_ev_per_a": [[0.859, -2.505, 0.318], [-2.731, 3.324, 0.455], [3.088, -0.487, -1.849], [0.581, -0.565, 0.932], [-3.244, -0.632, 0.258], [2.393, 0.590, -0.572], [-3.273, 1.670, 0.241], [-1.098, -0.660, 0.503], [2.437, -0.415, -0.507], [0.989, -0.319, 0.221]]
}


[4]
{
  "formula": "C3H4Cl2O2S",
  "method": "ωB97M-V/def2-TZVPD",
  "e_above_lowest_ev": 3.353,
  "mol_weight_da": 175.04,
  "homo_lumo_gap_ev": [8.10, 7.49],
  "lumo_ev": [-0.4310, -0.4178],
  "symbols": ["C", "C", "C", "O", "O", "S", "Cl", "Cl", "H", "H", "H", "H"],
  "xyz": [[-0.26395, -0.05468, -0.09687], [0.50837, -2.03299, -1.29381], [0.23099, 2.06109, 1.32717], [-1.46357, 0.02088, -0.20336], [0.71083, -0.76295, -0.55785], [-1.36665, 2.61431, 1.09576], [0.61675, 1.29525, 2.80125], [1.55790, 2.80501, 0.58393], [0.97257, -2.91081, -0.64916], [1.00675, -2.05399, -2.19834], [-0.46392, -2.32888, -1.61855], [-2.04607, 1.34775, 0.80982]],
  "forces_ev_per_a": [[-1.211, 2.207, 0.882], [0.750, -2.292, 2.719], [-0.541, -1.852, -0.801], [1.510, -1.754, -0.663], [-0.453, -1.146, -0.726], [-1.371, -0.332, -0.334], [0.297, -0.310, 0.844], [0.327, 0.526, -0.368], [-1.060, 2.040, -1.089], [1.733, 0.786, -1.609], [-1.309, 0.506, 0.738], [1.329, 1.620, 0.408]]
}


[5]
{
  "formula": "C6H7FN5",
  "method": "ωB97M-V/def2-TZVPD",
  "total_charge": 1,
  "e_above_lowest_ev": 0.000,
  "mol_weight_da": 168.16,
  "homo_lumo_gap_ev": 9.62,
  "lumo_ev": -3.6863,
  "symbols": ["C", "N", "C", "F", "N", "C", "C", "N", "N", "C", "N", "C", "H", "H", "H", "H", "H", "H", "H"],
  "xyz": [[-2.33517, -1.65006, -0.00521], [-1.49997, -0.47867, 0.09456], [-1.82904, 0.80166, 0.07197], [-2.97512, 1.35819, 0.07497], [-0.74515, 1.54921, -0.07786], [0.41784, 0.77402, -0.05323], [1.84709, 0.83399, 0.08403], [2.56465, 1.95970, -0.03309], [2.40145, -0.36415, 0.14759], [1.81578, -1.51638, 0.01927], [0.51061, -1.75141, -0.04752], [-0.11742, -0.56446, -0.01482], [-2.56034, -2.02255, 1.03680], [-3.35531, -1.42848, -0.49634], [-1.97728, -2.23505, -0.76519], [-0.65819, 2.51284, -0.31907], [2.35566, 2.77136, 0.44909], [3.53996, 1.68876, -0.24802], [2.59994, -2.23855, 0.08208]],
  "forces_ev_per_a": [[-4.224, 1.407, 1.728], [-0.407, 0.503, -0.548], [1.545, 0.578, -0.776], [-0.937, -0.451, 0.053], [1.569, 0.596, 0.441], [-1.022, -3.500, 0.532], [-2.813, -0.375, -0.665], [2.073, -2.577, -1.345], [1.854, 2.513, -0.304], [-0.030, -0.335, 0.439], [-0.178, 1.325, 0.158], [1.255, 0.383, 0.186], [0.624, -0.295, -1.515], [1.335, 0.473, 1.142], [1.660, -2.198, -0.944], [-0.834, 0.770, 0.158], [-0.341, 1.745, 0.885], [-0.613, 0.962, 0.629], [-0.516, -1.523, -0.254]]
}


[6]
{
  "formula": "C3H10NO4",
  "method": "ωB97M-V/def2-TZVPD",
  "total_charge": -1,
  "e_above_lowest_ev": 2.480,
  "mol_weight_da": 124.12,
  "homo_lumo_gap_ev": 8.51,
  "lumo_ev": 3.9146,
  "symbols": ["C", "C", "C", "O", "O", "N", "H", "H", "H", "H", "H", "H", "H", "H", "O", "H", "H", "O"],
  "xyz": [[-1.75486, 0.29274, -0.44542], [-1.46363, -1.21364, -0.24395], [0.03806, -1.43583, -0.30711], [0.84595, -0.56015, 0.12182], [0.47599, -2.44935, -0.79049], [-0.96898, 1.39156, 0.34031], [-2.02875, 0.56201, -1.54327], [-2.80663, 0.32820, 0.09457], [-1.78012, -1.53222, 0.83795], [-1.87315, -1.99850, -0.98567], [-0.05683, 1.61345, -0.14284], [-0.50612, 0.94184, 1.11785], [1.63395, -0.11970, 1.57921], [1.12247, 1.21050, 1.89916], [1.98572, 0.67638, 2.11791], [2.76455, 0.28362, -0.65935], [1.80349, 0.94416, -1.74553], [2.56891, 1.06494, -1.24515]],
  "forces_ev_per_a": [[-3.496, 0.915, 1.220], [0.778, -0.806, 0.964], [1.289, 0.624, 0.515], [-0.488, 0.982, 0.846], [-0.099, -3.209, -1.549], [0.448, -0.551, -2.093], [1.144, -0.176, 1.862], [1.634, 0.537, -1.285], [0.407, 0.559, -1.907], [0.107, 1.747, 1.075], [-1.452, -0.403, -0.087], [-0.667, -0.684, 0.345], [1.013, 0.943, 0.476], [2.817, -0.888, 0.887], [-3.452, 0.173, -1.138], [-1.301, 1.047, -1.047], [-1.834, -1.062, -0.675], [3.152, 0.253, 1.591]]
}